[1]
27
Properties=species:S:1:pos:R:3:forces:R:3:nbo_charge:R:1 method="wB97M-V/def2-TZVPD" smiles=Cc1ccc(O)cc1.CCC total_charge=0 de_lowest_kcal_mol=64.32 orbital_gap_ev=8.8523
C 1.409 2.101 -2.217 -1.76 0.37 -0.12 -0.627
C 0.822 0.845 -1.704 -1.62 -0.90 1.43 -0.044
C -0.294 0.886 -0.837 -0.13 -0.60 0.47 -0.192
C 1.225 -0.416 -2.213 -0.58 0.10 0.92 -0.206
C -1.006 -0.305 -0.446 2.66 -0.07 -1.83 -0.321
C 0.605 -1.573 -1.847 -2.50 3.18 2.62 -0.228
C -0.518 -1.505 -0.906 2.50 -0.42 -2.66 0.309
O -0.973 -2.753 -0.655 -3.69 0.41 3.19 -0.657
H 2.452 2.099 -2.184 1.84 -0.21 -0.36 0.213
H 1.121 2.972 -1.578 -0.27 -0.53 -1.03 0.217
H -0.621 1.817 -0.317 0.39 -0.65 -1.05 0.215
H 2.075 -0.586 -2.827 0.69 0.64 -0.71 0.208
H -1.854 -0.393 0.144 -1.49 0.67 1.28 0.206
H 0.939 -2.461 -2.208 0.68 -2.58 -0.79 0.209
H -1.767 -2.634 0.042 2.57 -0.73 -2.29 0.471
H 1.014 2.045 -3.263 0.65 1.30 0.63 0.227
C -0.464 0.849 3.531 -3.09 0.41 1.15 -0.406
C -0.441 1.933 2.384 1.53 0.99 1.86 -0.638
C -0.130 -0.619 3.189 -2.79 1.46 -3.39 -0.600
H 0.049 1.125 4.453 0.89 0.43 -0.46 0.200
H -1.518 0.928 4.012 1.18 -0.56 -1.06 0.189
H 0.213 1.605 1.614 0.24 -0.67 -0.99 0.212
H -0.890 -0.865 2.257 1.94 0.16 2.26 0.179
H 0.864 -0.617 2.742 0.11 -0.72 0.45 0.214
H 0.252 2.751 2.818 -1.73 -0.51 -0.69 0.215
H -1.403 2.330 1.921 1.20 -0.66 1.06 0.217
H -0.393 -1.271 4.008 0.57 -0.33 0.11 0.218

=====

[2]
51
Properties=species:S:1:pos:R:3:forces:R:3:nbo_charge:R:1 method="wB97M-V/def2-TZVPD" smiles=CCO.CCO.CCO.CCO.CCO.O.O total_charge=0 de_lowest_kcal_mol=66.43 orbital_gap_ev=10.3607
O -1.697 -1.549 -4.217 -0.24 -0.06 -0.06 -0.939
H -1.084 -1.328 -4.919 0.13 0.02 -0.19 0.466
H -1.283 -1.212 -3.423 0.12 0.04 0.31 0.473
O -0.403 -1.067 -0.289 0.11 -0.10 -0.33 -0.957
H 0.137 -0.953 0.493 0.23 -0.04 0.34 0.479
H -1.220 -0.611 -0.085 -0.34 0.11 0.04 0.477
C -6.491 -0.634 1.131 0.83 0.70 -0.14 -0.640
C -5.416 0.471 0.846 -1.21 -0.71 -0.66 -0.054
O -4.410 0.031 -0.055 0.77 -0.17 0.47 -0.734
H -7.395 -0.164 1.519 0.06 -0.15 0.26 0.216
H -6.095 -1.395 1.804 -0.10 0.17 0.23 0.211
H -6.783 -1.180 0.234 0.07 0.25 -0.30 0.201
H -4.969 0.827 1.774 0.27 -0.26 -0.09 0.176
H -5.875 1.338 0.371 -0.40 0.13 0.17 0.154
H -4.785 -0.555 -0.716 -0.19 0.04 0.04 0.470
C 2.532 2.384 -3.043 -0.22 1.07 -0.64 -0.628
C 2.020 3.792 -3.422 -0.66 -1.04 0.60 -0.048
O 2.834 4.296 -4.418 1.03 0.38 -1.20 -0.725
H 1.876 1.982 -2.271 0.53 -0.10 0.30 0.212
H 3.591 2.509 -2.816 -0.12 -0.27 0.72 0.215
H 2.527 1.697 -3.890 -0.33 0.16 -0.19 0.209
H 2.030 4.463 -2.563 0.07 -0.09 0.40 0.146
H 0.983 3.741 -3.754 -0.25 -0.14 -0.09 0.148
H 2.452 5.077 -4.825 -0.07 0.01 0.10 0.471
C -0.927 -2.334 4.121 0.78 0.44 -0.62 -0.631
C 0.446 -2.832 3.574 -1.05 -0.77 0.96 -0.061
O 1.272 -1.834 3.005 -0.48 0.48 -0.13 -0.736
H -0.716 -1.395 4.632 -0.27 0.05 0.13 0.213
H -1.360 -3.042 4.828 0.33 -0.11 0.07 0.214
H -1.707 -2.171 3.378 0.27 0.14 -0.28 0.207
H 0.293 -3.657 2.878 0.01 -0.02 -0.19 0.161
H 0.910 -3.249 4.468 0.42 -0.10 -0.05 0.156
H 2.192 -2.065 3.153 -0.06 -0.07 0.00 0.477
C 4.578 -4.183 -2.067 1.11 -1.32 0.70 -0.627
C 3.456 -3.258 -2.392 0.49 -1.51 -1.46 -0.087
O 2.192 -3.919 -2.166 0.76 1.19 0.53 -0.717
H 4.451 -4.584 -1.061 0.34 0.20 0.24 0.205
H 5.562 -3.736 -2.211 -0.03 0.61 0.52 0.208
H 4.731 -5.066 -2.688 -0.92 -0.11 -0.38 0.208
H 3.568 -3.170 -3.473 -0.37 1.01 -0.16 0.163
H 3.674 -2.332 -1.860 -0.85 0.17 -0.02 0.173
H 1.667 -3.240 -1.736 -0.57 -0.21 0.05 0.474
C -0.205 3.276 3.145 -0.69 -0.51 -1.53 -0.617
C 0.507 3.810 1.896 -0.25 -1.30 1.53 -0.059
O 1.386 4.725 2.452 0.98 1.97 -0.74 -0.715
H -0.841 4.098 3.476 -0.23 -0.33 0.21 0.204
H 0.428 2.958 3.974 0.31 0.09 -0.40 0.218
H -0.767 2.426 2.759 -0.59 -0.15 0.66 0.195
H -0.211 4.260 1.210 -0.12 0.08 0.01 0.156
H 1.064 3.053 1.344 -0.04 -0.30 -0.02 0.154
H 1.282 5.500 1.894 0.64 0.42 0.28 0.464

=====

[3]
89
Properties=species:S:1:pos:R:3:forces:R:3:mulliken_charge:R:1 method="wB97M-V/def2-TZVPD" total_charge=0 orbital_gap_ev=7.1944
C -3.105 1.183 -1.459 0.00 -0.10 -0.24 -1.746
C -2.845 -0.276 -1.762 -0.29 0.62 0.20 0.805
C -1.513 -0.663 -1.811 0.61 -0.36 -0.32 -1.223
C -1.199 -1.985 -2.062 -0.28 0.15 -0.19 -0.336
C -2.232 -2.902 -2.234 0.41 -0.06 -0.22 1.094
C -3.568 -2.545 -2.206 -0.48 -0.02 -0.08 0.256
C -4.614 -3.631 -2.406 0.57 0.45 -0.19 -1.171
C -4.548 -4.287 -3.778 -0.05 -0.78 0.38 0.466
O -4.867 -5.422 -3.951 -0.19 0.29 -0.24 -0.519
O -4.110 -3.468 -4.800 -0.25 0.24 0.36 -0.477
C -3.884 -1.197 -1.978 0.40 0.00 -0.14 0.882
C -5.354 -0.823 -1.969 0.04 -0.82 0.22 0.019
C -6.034 -1.181 -0.640 -0.38 -0.20 -0.28 -1.259
F -5.599 0.490 -2.323 -0.03 0.07 0.08 -0.372
C -1.630 -4.245 -2.447 -0.07 0.14 0.53 0.137
O -2.108 -5.265 -2.836 -0.13 0.07 0.08 -0.539
N -0.224 -4.131 -2.073 0.57 -0.17 -0.18 -0.451
Br -0.140 -4.416 -0.201 0.15 -0.47 -0.07 0.050
C 0.116 -2.708 -2.195 -0.58 0.09 0.23 0.323
O 1.227 -2.328 -2.384 -0.21 0.24 0.12 -0.507
H -2.159 1.719 -1.425 0.02 0.02 0.16 0.395
H -3.720 1.627 -2.235 0.01 0.10 0.02 0.418
H -3.630 1.309 -0.513 0.01 0.01 0.04 0.299
H -0.729 0.070 -1.676 0.06 0.09 0.06 0.954
H -4.502 -4.391 -1.635 -0.02 -0.20 -0.14 0.410
H -5.626 -3.243 -2.319 -0.04 -0.03 0.07 0.353
H -4.893 -3.161 -5.273 0.12 -0.10 -0.33 0.347
H -5.825 -1.431 -2.740 -0.04 0.29 -0.24 0.300
H -6.922 -1.783 -0.839 -0.10 0.11 0.01 0.313
H -6.373 -0.291 -0.115 0.27 0.07 0.11 0.430
H -5.394 -1.805 -0.020 0.13 0.26 0.18 0.342
O -1.176 0.249 4.149 -1.84 -1.03 2.32 -0.855
P -0.285 -0.883 4.536 3.99 0.20 -3.71 0.650
N 1.064 -0.053 5.181 -0.21 0.47 -0.09 0.141
C 2.426 -0.534 5.213 0.04 -0.54 0.28 -0.793
C 0.786 0.849 6.290 -0.31 0.23 -0.09 -1.048
N 0.034 -1.560 2.966 0.42 0.07 -0.01 0.437
C 1.261 -1.226 2.254 0.22 -0.09 0.11 -1.210
C -1.101 -1.446 2.056 -0.23 0.10 0.04 -0.768
N -0.075 -2.371 5.294 -2.16 0.46 1.28 0.179
C -0.408 -2.430 6.715 0.23 0.15 0.10 -1.075
C 0.598 -3.549 4.782 -0.10 -0.32 -0.35 -0.792
H 2.624 -1.239 6.037 0.01 0.02 -0.01 0.235
H 3.099 0.316 5.343 -0.08 0.06 0.07 0.379
H 2.722 -1.006 4.282 -0.11 -0.07 0.08 0.141
H 0.718 0.318 7.251 0.11 0.06 0.03 0.327
H -0.152 1.377 6.127 -0.03 -0.08 -0.06 0.299
H 1.570 1.606 6.375 0.07 -0.06 -0.04 0.353
H 1.457 -0.147 2.218 0.04 -0.02 -0.04 0.485
H 1.202 -1.596 1.229 -0.16 0.06 -0.02 0.249
H 2.124 -1.735 2.688 -0.03 0.06 0.00 0.203
H -1.173 -0.451 1.600 -0.05 0.00 0.02 0.348
H -2.042 -1.643 2.570 0.03 0.02 0.03 0.410
H -0.994 -2.188 1.263 0.04 0.06 0.02 -0.178
H 0.483 -2.336 7.348 -0.02 -0.05 0.02 0.311
H -0.909 -3.367 6.963 0.01 -0.02 -0.06 0.376
H -1.096 -1.625 6.984 0.04 0.04 -0.02 0.344
H 1.686 -3.425 4.771 -0.01 0.03 -0.04 0.258
H 0.261 -3.812 3.785 0.07 0.16 -0.06 0.213
H 0.372 -4.405 5.422 -0.05 0.14 0.16 0.383
O 1.383 2.093 -1.593 -3.10 1.83 -1.97 -0.749
P 2.216 3.195 -2.221 5.58 -2.03 3.51 0.746
N 3.409 2.050 -2.750 -0.10 -0.68 -0.09 0.249
C 4.837 2.206 -2.862 0.02 0.59 -0.40 -0.871
C 2.893 1.101 -3.732 0.00 -0.20 0.06 -0.999
N 2.644 4.058 -0.782 0.00 0.41 -0.04 0.157
C 3.828 3.669 -0.035 0.28 -0.06 -0.18 -1.111
C 1.516 4.240 0.130 -0.18 -0.11 -0.05 -1.024
N 2.799 4.420 -3.241 -2.57 0.24 -1.08 0.058
C 2.476 4.301 -4.660 0.21 -0.23 -0.07 -1.107
C 3.758 5.459 -2.925 -0.17 0.55 0.39 -0.844
H 5.158 2.736 -3.776 0.06 -0.02 0.01 0.245
H 5.299 1.216 -2.883 -0.08 -0.05 -0.07 0.369
H 5.268 2.716 -2.004 -0.09 0.10 -0.04 0.160
H 2.927 1.517 -4.751 0.09 -0.13 -0.05 0.281
H 1.864 0.823 -3.515 0.01 0.08 0.10 0.185
H 3.474 0.176 -3.726 0.08 0.04 0.04 0.374
H 3.875 2.590 0.163 0.03 0.02 0.03 0.309
H 3.844 4.194 0.922 -0.17 -0.01 0.01 0.418
H 4.741 3.982 -0.545 -0.03 -0.10 -0.07 0.261
H 1.315 3.346 0.731 -0.05 -0.01 -0.03 0.274
H 0.605 4.481 -0.419 0.01 -0.02 -0.01 0.351
H 1.722 5.074 0.804 0.09 0.01 -0.04 0.343
H 3.307 3.868 -5.230 0.00 0.06 -0.02 0.312
H 2.233 5.274 -5.091 0.01 0.03 0.06 0.377
H 1.602 3.665 -4.806 0.04 -0.06 0.01 0.348
H 4.774 5.059 -2.851 -0.02 -0.05 0.03 0.259
H 3.510 5.978 -2.004 0.03 -0.17 0.09 0.267
H 3.757 6.214 -3.715 -0.09 -0.14 -0.12 0.370

=====

[4]
14
Properties=species:S:1:pos:R:3:forces:R:3:nbo_charge:R:1 method="wB97M-V/def2-TZVPD" smiles="O[C@@H]1C=C=CCN1" total_charge=0 de_lowest_kcal_mol=82.06 orbital_gap_ev=9.3893
O 0.679 -1.720 -0.273 -0.06 -0.08 -0.15 -0.693
C -0.429 -1.153 0.332 -0.64 0.19 -0.31 0.251
N 0.023 -0.097 1.224 -0.22 0.10 -0.08 -0.607
C 0.745 1.001 0.559 -0.02 0.22 0.07 -0.266
C 0.552 0.974 -0.969 -0.32 0.13 -0.12 -0.353
C -0.618 0.456 -1.311 0.39 0.12 0.13 0.052
C -1.426 -0.412 -0.759 0.50 -0.08 0.37 -0.321
H -0.925 -1.933 0.913 -0.16 0.23 -0.21 0.203
H -0.751 0.247 1.779 0.04 0.02 -0.09 0.368
H 1.821 0.910 0.762 -0.23 -0.02 -0.14 0.215
H 0.410 1.943 0.996 0.09 -0.02 0.04 0.219
H 1.389 1.120 -1.643 -0.05 0.07 0.12 0.230
H 1.052 -0.989 -0.800 0.09 -0.50 -0.12 0.471
H -2.522 -0.347 -0.809 0.59 -0.39 0.47 0.232

=====

| no. | HOMO (eV) |
| --- | --- |
| 1 | -8.093 |
| 2 | -10.046 |
| 3 | -7.827 |
| 4 | -8.967 |